# C33H51B2F4N7O4SSbSr

C33H51B2F4N7O4SSbSr as an isolated structure (wB97M-V/def2-TZVPD, OMol25).

Output
Kohn-Sham gap: 7.29 eV
HOMO energy: -10.313 eV
M: 948.88 g/mol

```
! RIJCOSX wB97M-V def2-TZVPD def2/J DEFGRID3
* xyz 1 1
Sb -0.782 1.064 -2.574
Sr -0.009 1.335 0.587
S 4.204 -0.763 1.515
F 2.148 1.697 1.482
F -4.790 0.826 -0.283
F -4.028 1.241 1.885
F 3.205 2.002 3.532
O 1.441 0.534 3.445
O -3.077 2.318 0.022
O -2.882 -0.227 0.448
O 1.140 3.013 3.191
N -1.786 -0.186 1.276
N -1.990 2.727 0.767
N -2.080 -7.063 -2.248
N 4.440 -0.521 4.151
N -0.015 2.922 2.452
N 4.690 -2.610 3.517
N 0.360 0.095 2.700
C 4.442 -1.371 3.148
C -0.909 3.826 2.556
C -0.640 -0.399 3.321
C 3.160 -1.925 0.891
C 1.537 1.040 -4.847
C 0.868 -5.254 -1.819
C -1.044 -1.872 -2.204
C 2.370 -2.701 0.413
C 4.935 -3.759 2.666
C 1.434 -3.629 -0.141
C -2.161 3.557 1.720
C 0.180 -3.785 0.451
C -3.079 -0.874 -3.165
C 4.856 -2.674 4.978
C -0.821 5.020 3.439
C -1.812 2.683 -3.604
C -1.297 2.979 -5.008
C 1.871 2.457 -2.843
C -1.876 -0.657 2.458
C -3.062 -1.343 3.041
C -1.103 -1.296 -4.630
C 1.778 -4.368 -1.274
C -1.327 -6.330 -1.787
C -1.607 3.916 -2.716
C -1.551 -0.865 -3.238
C 4.685 -1.207 5.421
C -3.312 2.397 -3.669
C -3.439 4.225 2.084
C 1.283 1.136 -3.345
C -0.380 -5.411 -1.218
C -0.726 -4.681 -0.083
C -0.693 -0.642 4.790
C 2.049 -0.006 -2.669
B -3.722 1.046 0.534
B 1.977 1.825 2.914
H -3.413 -1.914 -3.234
H 4.058 -4.402 2.624
H -3.647 4.089 3.146
H 3.124 0.134 -2.822
H 1.116 -5.826 -2.702
H -2.803 -2.372 3.301
H 0.150 -0.166 5.281
H -3.385 -0.845 3.954
H 5.776 -4.312 3.082
H -1.704 -4.805 0.358
H 1.783 -0.980 -3.083
H -1.623 -0.262 5.212
H 1.397 3.326 -3.302
H -0.671 -1.715 4.992
H -2.150 3.816 -1.776
H -1.332 -0.553 -5.396
H 4.109 0.440 4.048
H 0.212 5.201 3.724
H -3.552 1.657 -4.430
H -3.468 -0.467 -2.230
H -0.283 3.379 -4.999
H -0.034 -1.508 -4.670
H 5.192 -3.424 1.665
H -0.555 4.111 -2.489
H -1.314 2.106 -5.662
H 1.128 0.133 -5.287
H -1.405 4.862 4.348
H -1.990 4.798 -3.238
H -3.727 2.072 -2.714
H 2.751 -4.235 -1.727
H -1.938 3.742 -5.460
H 2.938 2.503 -3.083
H 3.826 -1.074 6.076
H 2.618 1.029 -5.022
H 0.045 -1.910 -2.138
H -3.880 -1.336 2.329
H -1.229 5.898 2.940
H 4.107 -3.338 5.409
H -4.257 3.815 1.502
H 1.887 -0.063 -1.583
H 5.571 -0.806 5.910
H 1.792 2.581 -1.755
H -0.082 -3.191 1.316
H 5.847 -3.070 5.204
H -1.451 -1.660 -1.213
H -3.534 -0.337 -3.993
H 1.135 1.887 -5.397
H -1.627 -2.218 -4.901
H -3.821 3.324 -3.951
H -1.384 -2.872 -2.493
H -3.359 5.299 1.900
*
```

---

# C33H51BN6S6W

C33H51BN6S6W as an isolated structure (wB97M-V/def2-TZVPD, OMol25).

Output
Kohn-Sham gap (alpha / beta): 6.12 / 6.12 eV
HOMO energy (alpha / beta): -19.567 / -19.567 eV
M: 918.87 g/mol

```
! RIJCOSX wB97M-V def2-TZVPD def2/J DEFGRID3
* xyz 4 1
W 0.383 -2.535 1.576
S 0.133 -0.879 3.191
S -1.248 -3.682 3.125
S 0.724 -5.058 0.887
S 2.536 -2.202 0.755
S 1.999 -3.386 3.459
S -0.963 -2.907 -0.245
N -1.871 0.858 -0.191
N 0.765 0.134 -1.883
N -1.312 -0.330 -0.142
N 0.482 0.793 1.214
N 1.119 -0.564 -0.805
N 0.768 1.887 0.528
C 0.241 1.883 4.799
C -3.023 -1.387 -1.421
C 2.815 -4.840 2.732
C 1.290 4.262 0.423
C 2.882 -0.408 -2.807
C -0.180 1.614 -3.933
C -5.173 2.186 -0.462
C -3.004 3.311 0.092
C -0.474 -3.649 4.771
C 0.960 -4.145 4.771
C -3.695 2.337 -0.860
C 0.898 3.020 1.197
C 0.425 1.907 3.318
C -3.592 -0.130 -1.496
C 0.410 5.447 0.851
C -1.306 -5.481 2.769
C -0.856 -5.828 1.362
C 1.873 -5.831 2.088
C 3.244 -1.150 -1.708
C -1.848 -1.426 -0.665
C -3.609 -2.599 -2.066
C 0.708 3.050 2.600
C 1.195 0.981 -4.123
C 1.614 0.211 -2.891
C -3.025 0.981 -0.838
C 1.151 4.033 -1.082
C -3.595 2.863 -2.306
C 4.562 -1.840 -1.582
C 2.264 -1.216 -0.700
C 1.151 -0.001 -5.309
C 2.242 2.075 -4.390
C 2.762 4.556 0.774
C 0.338 0.750 2.529
B 0.133 -0.469 0.409
H 2.382 2.722 -3.522
H -1.943 3.413 -0.138
H 0.602 5.768 1.876
H -4.564 -2.361 -2.529
H -0.743 -6.909 1.252
H -0.562 -2.619 5.112
H 0.375 -0.757 -5.173
H 3.578 -0.294 -3.628
H -4.515 0.004 -2.046
H -4.082 2.197 -3.022
H 0.924 0.550 -6.221
H -0.653 5.222 0.745
H -2.554 2.997 -2.605
H 1.439 -3.902 5.720
H 2.904 4.719 1.844
H -3.470 4.291 -0.010
H 3.417 3.743 0.454
H -1.093 -4.257 5.434
H 1.276 -6.366 2.823
H -4.095 3.829 -2.369
H 0.632 6.301 0.213
H -3.111 3.000 1.134
H -5.628 3.174 -0.408
H 0.306 2.889 5.206
H 1.754 3.187 -1.417
H -5.749 1.615 -1.191
H -0.735 1.472 5.064
H 2.441 -6.575 1.528
H 3.534 -4.431 2.021
H -0.485 2.082 -4.868
H 5.176 -1.648 -2.459
H 5.105 -1.485 -0.703
H 3.078 5.465 0.262
H 1.021 -5.224 4.646
H 3.399 -5.313 3.525
H 0.803 3.995 3.119
H 3.208 1.661 -4.680
H -0.707 -5.984 3.526
H -3.776 -3.394 -1.337
H 4.432 -2.920 -1.489
H -5.281 1.719 0.519
H 1.012 1.274 5.277
H 1.901 2.698 -5.217
H -0.166 2.382 -3.155
H 1.496 4.924 -1.606
H 2.105 -0.507 -5.467
H 0.112 3.857 -1.368
H -2.344 -5.781 2.921
H -0.936 0.871 -3.669
H -2.941 -2.983 -2.841
H -1.575 -5.509 0.609
*
```

---

# C33H51F9N6O4

A 7-piece molecular cluster, C33H51F9N6O4 overall (wB97M-V/def2-TZVPD, OMol25).

Output
Kohn-Sham gap: 10.15 eV
HOMO energy: -9.813 eV
M: 766.79 g/mol

```
! RIJCOSX wB97M-V def2-TZVPD def2/J DEFGRID3
* xyz 0 1
F 4.187 0.833 -3.097
F 1.892 1.709 -1.834
F 2.907 2.186 0.144
F 3.573 3.677 -3.122
F 1.165 4.257 -0.848
F 4.731 4.095 -1.235
F 2.953 5.374 -0.073
F 2.262 5.806 -2.171
F 5.524 1.365 -1.298
O 1.981 -5.559 1.914
O 3.173 -2.834 0.105
O 3.795 -1.464 -1.771
O 1.770 -2.540 -1.764
N -2.653 1.590 -6.718
N -4.569 8.160 0.183
N 4.201 -7.323 2.715
N 0.680 4.672 4.861
N -0.741 -5.946 3.985
N -2.913 0.594 2.037
C -1.516 1.313 -6.606
C 2.016 -3.300 0.843
C -1.322 5.763 2.198
C 4.207 1.058 -1.689
C -2.878 5.674 -2.056
C -2.455 -6.128 0.937
C -4.917 1.687 -0.623
C 2.110 -10.009 3.493
C 4.000 -4.182 2.443
C -0.066 0.961 -6.459
C -3.679 1.299 1.492
C 2.825 -2.331 -1.154
C 3.810 -0.295 -0.888
C -2.000 -4.693 0.689
C -2.844 -6.386 2.395
C -2.664 8.183 -1.701
C 0.368 1.133 -5.002
C -3.657 1.650 -1.480
C -1.666 -6.139 3.288
C 3.120 2.158 -1.266
C -0.062 5.726 1.342
C -4.657 2.198 0.796
C 3.462 3.651 -1.700
C 3.825 -8.235 3.351
C -1.063 6.275 3.617
C -0.085 5.376 4.315
C 2.422 -4.180 2.146
C 0.202 2.564 -4.500
C 0.961 -9.019 3.343
C -2.908 7.053 -2.703
C 2.407 4.757 -1.232
C -3.733 8.170 -0.643
C 3.330 -9.387 4.172
H -3.174 -7.421 2.519
H 0.098 -9.503 2.881
H -1.917 5.491 -1.567
H 4.619 -0.464 -0.099
H -5.347 0.681 -0.581
H 2.785 -0.236 -0.403
H -2.681 9.149 -2.212
H 0.782 3.263 -5.111
H -3.314 -6.345 0.295
H -3.894 1.307 -2.490
H -3.205 2.644 -1.555
H 1.842 -3.817 3.067
H -1.761 -4.548 -0.367
H 1.239 -8.174 2.707
H -4.253 3.214 0.770
H -1.687 8.071 -1.224
H 3.073 -9.030 5.173
H 4.127 -10.128 4.271
H -1.652 -6.810 0.641
H 4.324 -3.119 2.701
H -3.877 7.195 -3.192
H -5.657 2.333 -1.104
H 0.083 -0.074 -6.776
H 1.487 -5.819 2.723
H -1.752 4.757 2.240
H 0.684 5.039 1.750
H -2.784 -3.980 0.962
H 0.390 6.720 1.266
H -0.659 7.291 3.591
H -1.995 6.296 4.186
H -1.101 -4.451 1.262
H 0.527 1.604 -7.115
H 4.159 -4.795 3.404
H 1.417 0.841 -4.905
H 1.324 -3.984 0.233
H -3.030 4.898 -2.810
H -5.589 2.219 1.366
H 4.637 -4.684 1.647
H -2.061 6.409 1.715
H -0.299 5.383 0.334
H -2.144 7.096 -3.485
H -2.911 0.963 -1.072
H 1.771 -10.868 4.080
H 2.385 -10.386 2.503
H 0.549 2.645 -3.469
H -0.844 2.878 -4.516
H 0.652 -8.629 4.317
H -3.665 -5.730 2.696
H 1.378 -2.435 1.257
H -3.671 5.562 -1.311
H -0.213 0.463 -4.361
*
```

---

# C33H51N3ORuSi3

C33H51N3ORuSi3 as an isolated structure (wB97M-V/def2-TZVPD, OMol25).

Output
Kohn-Sham gap (alpha / beta): 4.27 / 4.05 eV
HOMO energy (alpha / beta): -8.780 / -8.675 eV
M: 691.12 g/mol
<S²>: 0.83

```
! RIJCOSX wB97M-V def2-TZVPD def2/J DEFGRID3
* xyz 1 2
Ru 0.505 -0.764 -0.036
Si -0.540 -3.731 -1.393
Si -0.585 -3.239 1.842
Si 0.049 2.287 0.659
O 2.481 -1.633 -0.056
N -1.428 -0.376 -0.003
N 0.639 1.090 -1.832
N 4.320 -2.878 0.146
C 2.493 5.248 2.148
C -3.696 3.590 2.365
C -3.724 0.460 -0.069
C -2.032 -4.400 2.196
C 0.338 5.682 3.106
C -2.567 3.212 0.264
C 0.392 0.952 -4.341
C 1.498 2.003 -4.359
C 1.681 6.002 2.984
C -3.268 -1.898 -0.136
C -0.652 -1.868 3.135
C -0.300 0.954 -2.974
C -2.233 1.678 2.175
C 0.586 2.420 -1.173
C 1.100 -4.658 -1.271
C -1.883 1.985 0.760
C 1.031 0.815 1.275
C -0.454 -2.644 -2.938
C -1.897 -1.616 -0.048
C -3.076 2.447 2.913
C -1.938 -4.981 -1.581
C 1.067 -4.125 2.054
C 2.013 0.734 -2.231
C -4.178 -0.816 -0.077
C 3.689 -1.702 0.195
C 4.521 -0.503 0.555
C -0.194 4.611 2.402
C 1.957 4.180 1.448
C -0.759 -2.559 0.072
C 2.588 1.631 -3.340
C -3.409 3.952 1.035
C 0.605 3.840 1.557
C -2.267 0.782 -0.182
H 1.573 2.892 -1.192
H -3.612 -2.922 -0.169
H 3.809 -3.718 -0.078
H 1.066 2.975 -4.106
H -0.882 -2.287 4.118
H -2.980 -3.859 2.143
H -2.855 -4.514 -1.945
H 4.641 0.133 -0.323
H -0.882 0.038 -2.857
H 4.007 0.071 1.323
H 1.928 2.090 -5.356
H -1.242 4.376 2.515
H -0.356 1.157 -5.107
H 2.607 3.598 0.799
H -3.870 4.837 0.614
H -4.397 1.304 0.006
H 3.396 1.085 -3.831
H 1.095 -5.082 1.532
H 3.026 2.536 -2.915
H 2.104 1.006 1.179
H 3.544 5.491 2.048
H 1.885 -3.504 1.687
H -4.384 4.176 2.958
H 5.505 -0.789 0.919
H -0.998 1.792 -2.948
H -0.167 -3.215 -3.824
H -2.076 -5.231 1.491
H 2.650 0.785 -1.346
H -5.240 -1.020 -0.011
H -0.300 6.265 3.757
H -1.418 -2.172 -3.146
H -2.162 -5.486 -0.640
H -2.391 3.497 -0.770
H -1.793 0.787 2.602
H 0.301 -1.343 3.212
H 5.304 -2.956 0.334
H 1.367 -5.062 -2.250
H 0.815 0.561 2.313
H 2.006 -0.303 -2.570
H -1.948 -4.819 3.201
H 0.294 -1.861 -2.789
H 1.241 -4.319 3.114
H 1.896 -3.986 -0.952
H -1.646 -5.746 -2.303
H -2.096 1.151 -1.206
H 1.042 -5.495 -0.573
H -3.287 2.166 3.937
H -0.073 3.100 -1.719
H 2.097 6.833 3.538
H 0.812 -0.035 -4.557
H -1.431 -1.145 2.898
*
```